Entry from the OMol25 dataset: a molecular structure, C23H30As2Cl2N2O2Pd in a non-equilibrium geometry (the ωB97M-V functional and the def2-TZVPD basis).

```
! RIJCOSX wB97M-V def2-TZVPD def2/J DEFGRID3
* xyz 2 1
Pd 0.6667 0.4366 0.6194
O -5.3608 3.7877 0.6837
C -4.2950 4.3796 -0.0048
C -3.1715 3.3962 -0.1320
C -1.9352 3.7632 -0.6669
C -0.9129 2.8356 -0.6959
N -1.0491 1.6038 -0.2134
C -2.2428 1.2113 0.2493
C -3.3241 2.0838 0.3000
C -2.3495 -0.1682 0.7479
C -3.4819 -0.9426 0.5287
C -3.5282 -2.2399 1.0232
C -4.6756 -3.1397 0.6728
O -5.5484 -2.4805 -0.2052
C -2.4641 -2.6718 1.8202
C -1.3676 -1.8430 1.9721
N -1.2879 -0.6381 1.4138
H -6.1252 4.3712 0.6690
H -3.9193 5.2728 0.5191
H -4.5882 4.6991 -1.0166
H -1.7630 4.7564 -1.0489
H 0.0525 3.0971 -1.1167
H -4.2706 1.7718 0.7118
H -4.3054 -0.5761 -0.0620
H -5.2008 -3.4420 1.5925
H -4.2620 -4.0533 0.2143
H -6.2428 -3.0893 -0.4849
H -2.4726 -3.6392 2.3008
H -0.5197 -2.1452 2.5801
C 4.4918 1.3465 0.5045
As 2.8649 0.9004 -0.5003
C 2.8392 2.3434 -1.8254
C 3.3925 -0.6594 -1.5673
C 4.4658 -0.5834 -2.4490
C 4.7878 -1.6650 -3.2548
C 4.0324 -2.8250 -3.1933
C 2.9682 -2.9156 -2.3120
C 2.6586 -1.8436 -1.4818
As 1.2186 -1.9856 -0.1605
C 0.5344 -3.8290 -0.3618
C 2.2851 -2.2014 1.4901
H 5.2944 1.6054 -0.1891
H 4.8078 0.5043 1.1231
H 4.3027 2.2042 1.1546
H 3.7762 2.3846 -2.3828
H 2.6977 3.3032 -1.3232
H 2.0182 2.1782 -2.5248
H 5.0440 0.3309 -2.5091
H 5.6172 -1.6004 -3.9434
H 4.2613 -3.6616 -3.8369
H 2.3802 -3.8244 -2.2688
H 0.1719 -3.9814 -1.3805
H -0.2985 -3.9907 0.3272
H 1.3314 -4.5428 -0.1370
H 3.2965 -2.5480 1.2601
H 1.8096 -2.9317 2.1468
H 2.3557 -1.2470 2.0301
Cl 1.3936 3.0359 1.3744
C 0.9034 2.7946 3.0469
Cl 0.4775 1.0824 3.2079
H 0.0256 3.4063 3.2585
H 1.7415 3.0214 3.7061
*
```

energy relative to the best compared isomer or geometry (same formula, charge and spin) = 6.1 kcal per mole
frontier orbital gap (alpha / beta) = 6.6 / 6.6 eV
LUMO energy (alpha / beta) = -7.60 / -7.72 eV


Entry from the OMol25 dataset: a molecular structure, C23H30As2Cl2N2O2Pd (the ωB97M-V functional and the def2-TZVPD basis).

```
! RIJCOSX wB97M-V def2-TZVPD def2/J DEFGRID3
* xyz 2 3
Pd 0.7491 -0.5059 0.1804
O 0.4187 6.4554 1.5323
C 1.3697 6.0040 0.6011
C 1.2345 4.5200 0.4454
C 2.0697 3.8086 -0.4103
C 1.9097 2.4413 -0.5052
N 0.9843 1.7763 0.1846
C 0.1677 2.4458 1.0101
C 0.2697 3.8196 1.1601
C -0.8248 1.6261 1.7435
C -1.6759 2.1490 2.7032
C -2.5749 1.3206 3.3665
C -3.5073 1.9200 4.3967
O -4.2077 3.0181 3.8528
C -2.5926 -0.0282 3.0389
C -1.7155 -0.4878 2.0740
N -0.8587 0.3150 1.4459
H 0.4940 7.4083 1.6341
H 2.3931 6.2261 0.9266
H 1.2290 6.4718 -0.3809
H 2.8335 4.3086 -0.9917
H 2.5507 1.8478 -1.1472
H -0.3798 4.3766 1.8179
H -1.6603 3.2023 2.9447
H -2.9075 2.3109 5.2215
H -4.1702 1.1517 4.7982
H -5.0561 2.7354 3.5001
H -3.2774 -0.7127 3.5212
H -1.7037 -1.5315 1.7886
C -0.6551 -4.1897 1.1773
As 0.4323 -3.0033 0.0678
C 2.1485 -3.9201 0.0243
C -0.2250 -3.3441 -1.7365
C -0.5705 -4.6405 -2.1070
C -0.9411 -4.9293 -3.4102
C -0.9607 -3.9205 -4.3630
C -0.6307 -2.6245 -4.0016
C -0.2746 -2.3268 -2.6894
As 0.0342 -0.4697 -2.1912
C 0.8030 0.3613 -3.7788
C -1.7640 0.2685 -2.1658
H -0.3773 -5.2272 1.0053
H -1.7063 -4.0483 0.9329
H -0.4905 -3.9531 2.2271
H 2.0179 -4.9394 -0.3345
H 2.5756 -3.9418 1.0263
H 2.8207 -3.3853 -0.6445
H -0.5438 -5.4332 -1.3689
H -1.2061 -5.9416 -3.6839
H -1.2380 -4.1415 -5.3848
H -0.6556 -1.8394 -4.7475
H 0.0516 0.3909 -4.5655
H 1.6699 -0.2054 -4.1110
H 1.1053 1.3805 -3.5458
H -2.2926 0.0030 -3.0796
H -1.7065 1.3531 -2.0787
H -2.2985 -0.1307 -1.3057
Cl 5.1920 -1.5140 -0.6772
C 4.7690 -1.1446 0.9971
Cl 3.1031 -0.5048 1.0991
H 5.4331 -0.3785 1.3773
H 4.8197 -2.0537 1.5832
*
```

energy relative to the best compared isomer or geometry (same formula, charge and spin) = 9.7 kcal per mole
frontier orbital gap (alpha / beta) = 7.8 / 6.8 eV
<S²> = 2.0069
LUMO energy (alpha / beta) = -5.67 / -7.91 eV


Entry from the OMol25 dataset: 10 unconnected molecules or ions with the total composition C23H30BCl36NO4S3 in a non-equilibrium geometry (the ωB97M-V functional and the def2-TZVPD basis).

```
! RIJCOSX wB97M-V def2-TZVPD def2/J DEFGRID3
* xyz 0 1
C -2.6190 -4.5077 -1.1772
C -2.7997 -4.1903 -2.6942
C -2.4832 -2.7125 -3.0981
C -1.1503 -2.1342 -2.5091
N -1.2491 -0.8061 -1.8818
C -2.2195 -0.7402 -0.7707
C -1.3902 -0.5719 0.5670
C -0.4327 -1.7999 0.7946
C -0.1693 -2.0344 2.3328
O -0.3946 -0.8413 3.1037
S -1.6056 -1.0854 4.2327
O -2.8120 -1.6350 3.5523
O -1.9844 0.4505 4.7184
B -3.1184 0.9664 3.9883
O -4.4047 0.7942 4.5498
C -2.9787 1.7656 2.6038
C -1.6195 2.5442 2.4831
C -1.3961 0.2561 -2.8323
S -2.7077 0.5847 -3.7812
S 0.0092 1.4070 -2.9731
C 1.5055 0.6120 -2.2665
C 2.3637 1.6843 -1.4934
C 3.4780 2.2908 -2.4159
H -1.5359 -4.5915 -0.9549
H -3.0566 -3.7552 -0.4949
H -3.0585 -5.4935 -0.9129
H -2.2406 -4.9519 -3.2708
H -3.8752 -4.3618 -2.9272
H -3.3680 -2.0995 -2.8285
H -2.4496 -2.6884 -4.2088
H -0.4387 -2.0472 -3.3614
H -0.6518 -2.8162 -1.7911
H -2.8087 0.1893 -0.8684
H -2.8209 -1.6550 -0.6362
H -0.8509 0.3902 0.5868
H -2.1403 -0.6375 1.3820
H -0.9093 -2.7395 0.4403
H 0.5001 -1.6484 0.2206
H 0.8905 -2.3221 2.4730
H -0.7995 -2.8772 2.6755
H -4.9241 0.3727 3.8579
H -3.1517 1.0980 1.7323
H -3.8020 2.5138 2.5715
H -1.6912 3.5276 2.9929
H -1.3333 2.7379 1.4312
H -0.7825 1.9734 2.9335
H 2.1053 0.2374 -3.1202
H 1.2269 -0.1858 -1.5553
H 1.7495 2.5157 -1.0999
H 2.8636 1.2115 -0.6270
H 3.1334 3.2227 -2.9111
H 4.4009 2.5335 -1.8521
H 3.7750 1.5273 -3.1664
C -1.7519 5.5050 -0.6582
Cl -3.4078 5.8395 -0.1264
Cl -0.6808 5.4496 0.7522
Cl -1.7136 3.9453 -1.4959
Cl -1.1982 6.7799 -1.7672
C 1.4135 -4.0441 6.0260
Cl 1.2047 -5.0466 7.4726
Cl 0.0597 -2.9009 5.9057
Cl 2.9310 -3.1382 6.1512
Cl 1.4817 -5.0900 4.5954
C 2.1170 -6.7411 -0.1576
Cl 3.7060 -7.2451 -0.7531
Cl 1.9184 -7.2540 1.5302
Cl 1.9877 -4.9750 -0.2513
Cl 0.8528 -7.4839 -1.1512
C 4.6130 5.1772 -5.3207
Cl 2.9476 5.5010 -4.8095
Cl 5.6663 5.1246 -3.8975
Cl 4.6757 3.6195 -6.1630
Cl 5.1608 6.4618 -6.4111
C 5.6365 -10.4858 1.6917
Cl 5.4079 -11.5017 3.1257
Cl 4.2637 -9.3796 1.5199
Cl 7.1267 -9.5424 1.8662
Cl 5.7530 -11.5120 0.2516
C -3.8663 10.2313 0.3873
Cl -3.3013 10.1596 2.0657
Cl -2.8714 9.1616 -0.6137
Cl -5.5571 9.7045 0.3099
Cl -3.7373 11.8955 -0.2097
C 1.0782 7.2974 4.3214
Cl -0.5829 7.6274 4.8425
Cl 2.1455 7.2572 5.7349
Cl 1.1347 5.7310 3.4944
Cl 1.6130 8.5698 3.2108
C -5.7652 4.9475 -3.2831
Cl -7.1797 4.9886 -4.3503
Cl -4.8135 3.4908 -3.6149
Cl -4.7660 6.3832 -3.5695
Cl -6.3000 4.9309 -1.5933
C 7.7643 -5.7835 -1.3603
Cl 7.6127 -7.3003 -0.4557
Cl 6.4017 -5.6252 -2.4828
Cl 7.7588 -4.4193 -0.2294
Cl 9.2831 -5.7884 -2.2731
*
```

energy relative to the best compared isomer or geometry (same formula, charge and spin) = 31.6 kcal per mole
frontier orbital gap = 8.3 eV
LUMO energy = -0.34 eV


Entry from the OMol25 dataset: 2 unconnected molecules or ions with the total composition C23H30BClNO5S in a non-equilibrium geometry (the ωB97M-V functional and the def2-TZVPD basis).

```
! RIJCOSX wB97M-V def2-TZVPD def2/J DEFGRID3
* xyz -1 1
C 5.1646 -3.2893 3.1625
C 4.6896 -2.8345 1.6602
O 4.6105 -3.9638 0.6963
B 3.2296 -4.4710 0.8401
O 2.9049 -5.3019 2.0498
C 1.9916 -4.2333 -0.2235
C 0.9195 -5.4891 -0.4095
C -0.3512 -5.4626 -1.4564
C -0.5482 -4.0743 -2.3483
C 0.4887 -2.8193 -2.1510
C 1.7846 -2.8229 -1.0937
N 2.7394 -1.6254 -0.9503
C 1.9787 -0.3269 -0.7836
C 2.3534 0.7602 0.4244
Cl 3.7319 0.4972 1.6587
C 1.4883 2.1780 0.6123
C 0.2531 2.5692 -0.4367
C -0.1366 1.5166 -1.6318
C -1.3702 1.7394 -2.7321
C -2.6051 0.7556 -2.2126
C -3.6078 1.5290 -1.1620
C -4.9148 0.5868 -0.7240
O -6.1316 1.1385 -0.7552
O -4.8128 -0.8088 -0.2659
C -6.0773 -1.5329 -0.5499
C -5.9356 -3.1616 -0.4089
C 0.7101 0.1180 -1.7766
S 0.2747 -1.1802 -3.1096
H 4.3752 -2.8220 3.9242
H 6.2158 -2.8958 3.4939
H 5.1095 -4.4552 3.2964
H 3.5792 -2.4136 1.7496
H 5.3621 -2.0118 1.1564
H 2.1455 -4.7754 2.4786
H 1.0984 -6.4722 0.2381
H -1.1012 -6.3559 -1.5677
H -1.4337 -3.9616 -3.1384
H 3.2990 -1.4948 -1.8422
H 1.6970 2.9510 1.4659
H -0.3761 3.5517 -0.3474
H -1.7459 2.8464 -2.7886
H -1.0863 1.3320 -3.8121
H -3.2417 0.3077 -3.0944
H -2.1234 -0.1469 -1.6087
H -3.9600 2.5818 -1.5996
H -3.0113 1.7008 -0.1440
H -6.9781 -1.1942 0.1181
H -6.3595 -1.3196 -1.6887
H -6.3327 -3.7278 -1.3694
H -6.5601 -3.5460 0.5279
H -4.8343 -3.5445 -0.2408
C 0.9874 6.6248 2.9381
C 1.2427 6.2859 1.4601
C 1.4630 7.5870 0.6708
O 0.1568 5.7017 0.9845
H 0.1060 7.2646 3.0766
H 0.8416 5.7178 3.5387
H 1.8468 7.1598 3.3599
H 2.2044 5.7537 1.4360
H 0.5993 8.2629 0.7246
H 1.6655 7.3847 -0.3886
H 2.3274 8.1320 1.0691
*
```

frontier orbital gap = 3.9 eV
LUMO energy = 1.01 eV


Entry from the OMol25 dataset: a molecular structure, C23H30BrF5N2OPd (the ωB97M-V functional and the def2-TZVPD basis).

```
! RIJCOSX wB97M-V def2-TZVPD def2/J DEFGRID3
* xyz -2 1
Pd -0.9685 0.9475 -0.2370
N -0.6793 -0.5335 2.9629
C 0.6197 -1.1518 2.6426
C 0.4533 -2.5332 2.0042
C 0.2185 -2.4905 0.4987
N -0.8386 -1.5552 0.1451
H -0.9689 0.0208 2.1525
H -0.5443 0.1483 3.7005
H 1.1816 -1.2671 3.5760
H 1.2152 -0.5264 1.9677
H -0.3758 -3.0374 2.5150
H 1.3552 -3.1317 2.1780
H 0.0273 -3.5153 0.1359
H 1.1225 -2.1242 0.0086
H -1.7000 -1.7140 0.6518
H -1.0369 -1.5775 -0.8480
C 4.8290 0.8839 -6.0872
C 5.1702 -0.3410 -5.2253
C 4.8391 -1.6110 -6.0240
C 6.6780 -0.3272 -4.9703
C 4.3648 -0.3118 -3.9293
C 2.9662 -0.3025 -3.9750
C 2.2287 -0.2670 -2.8208
Br 0.3282 -0.2225 -2.9397
C 2.7718 -0.2269 -1.4855
O 2.0241 -0.1676 -0.4780
C 4.2175 -0.2689 -1.4659
C 4.9328 -0.2946 -2.6591
C 5.0413 -0.2522 -0.1661
C 5.8692 1.0426 -0.1035
C 6.0043 -1.4530 -0.1459
C 4.2204 -0.3267 1.1261
H 5.3893 0.8672 -7.0289
H 5.0713 1.8043 -5.5528
H 3.7651 0.9129 -6.3248
H 5.3913 -1.6350 -6.9703
H 3.7732 -1.6621 -6.2489
H 5.0975 -2.5009 -5.4465
H 7.2134 -0.3417 -5.9244
H 6.9940 -1.1978 -4.3919
H 6.9807 0.5688 -4.4247
H 2.4393 -0.3174 -4.9231
H 6.0147 -0.2974 -2.5850
H 6.5327 1.1381 -0.9658
H 6.4805 1.0624 0.8058
H 5.2075 1.9104 -0.0916
H 6.7029 -1.4381 -0.9841
H 5.4411 -2.3871 -0.1954
H 6.5880 -1.4515 0.7811
H 3.5315 0.5079 1.2235
H 4.9231 -0.3241 1.9695
H 3.6141 -1.2304 1.1721
F -3.2591 2.4034 -1.9801
C -3.1200 2.9732 -0.7479
C -2.1749 2.5126 0.1544
C -2.1765 3.2089 1.3527
F -1.3161 2.8804 2.3643
C -3.0221 4.2647 1.6538
F -2.9769 4.9064 2.8498
C -3.9420 4.6812 0.7101
F -4.7825 5.7171 0.9689
C -3.9907 4.0232 -0.5039
F -4.9004 4.4359 -1.4262
*
```

energy relative to the best compared isomer or geometry (same formula, charge and spin) = 0.0 kcal per mole
frontier orbital gap = 4.2 eV
LUMO energy = 4.20 eV


Entry from the OMol25 dataset: a molecular structure, C23H30FN2S in a non-equilibrium geometry (the ωB97M-V functional and the def2-TZVPD basis).

```
! RIJCOSX wB97M-V def2-TZVPD def2/J DEFGRID3
* xyz -1 1
C -8.6619 1.5452 3.2013
C -7.1735 1.2175 2.8448
C -7.0886 0.7423 1.3850
C -6.0064 -0.3527 1.1579
C -4.6585 0.2021 0.5832
C -3.4421 -0.5975 1.1787
C -2.5501 -1.0628 -0.0096
C -1.3797 -1.9676 0.4532
C -0.1621 -1.7890 -0.4510
C 1.1379 -1.6081 0.1307
C 2.2714 -1.4520 -0.6019
C 3.6243 -1.2402 0.0551
C 4.4680 -0.1928 -0.6709
C 5.6471 0.3162 0.1968
C 6.6098 1.0374 -0.7232
C 6.4246 2.4000 -0.9414
C 7.2415 3.1196 -1.8039
C 8.2553 2.4424 -2.4663
C 8.4674 1.0917 -2.2501
C 7.6425 0.3883 -1.3844
C 2.0995 -1.5033 -2.0252
N 3.0410 -1.4206 -2.9512
S 2.3881 -1.4889 -4.4104
N 0.8266 -1.6577 -3.9702
C 0.7879 -1.6669 -2.6549
C -0.3447 -1.8050 -1.7940
H -8.7350 1.6466 4.2853
H -8.9315 2.4791 2.7029
H -9.2848 0.7251 2.8437
H -6.5836 2.1178 2.9973
H -6.8284 0.4764 3.5572
H -8.0518 0.3273 1.0745
H -6.8089 1.6114 0.7832
H -6.3469 -1.1645 0.4912
H -5.7830 -0.7897 2.1197
H -4.5136 1.2545 0.8103
H -4.6432 0.1144 -0.5173
H -3.7606 -1.4935 1.7039
H -2.8301 0.0648 1.7774
H -2.1278 -0.1568 -0.4577
H -3.1358 -1.5382 -0.8002
H -1.6865 -3.0082 0.3290
H -1.1391 -1.7406 1.4910
H 1.1878 -1.6112 1.2142
H 3.3935 -0.8296 1.0432
H 4.1485 -2.1848 0.2095
H 4.9179 -0.5925 -1.5733
H 3.8717 0.6849 -0.9249
H 6.1982 -0.5407 0.5946
H 5.3086 0.9743 0.9951
H 5.6216 2.9130 -0.4231
H 7.0469 4.1745 -1.9404
H 8.8744 2.9988 -3.1601
H 9.2651 0.6050 -2.7963
H 7.8120 -0.6715 -1.2305
H -1.3213 -1.9190 -2.2419
F -4.5993 0.3756 2.9640
*
```

frontier orbital gap = 5.7 eV
LUMO energy = 1.59 eV


Entry from the OMol25 dataset: C23H30N2O4S in the gas phase in a non-equilibrium geometry (the ωB97M-V functional and the def2-TZVPD basis).

```
! RIJCOSX wB97M-V def2-TZVPD def2/J DEFGRID3
* xyz 0 1
C -3.2725 -2.7039 1.3966
C -1.7747 -2.4577 1.5452
O -1.3283 -1.3580 0.7721
C -0.8471 -1.5609 -0.4824
C -1.0869 -2.6978 -1.2466
C -0.6187 -2.7899 -2.5458
C 0.0955 -1.7490 -3.1090
C 0.3721 -0.6260 -2.3501
C -0.0731 -0.5268 -1.0411
N 0.2664 0.6402 -0.3244
S -0.6637 1.9846 -0.6834
O -0.1369 3.0653 0.1007
O -0.6874 2.1295 -2.1082
C -2.2882 1.5260 -0.1092
C -3.1062 0.8023 -0.9542
C -4.3283 0.3543 -0.4878
C -4.7307 0.6207 0.8179
C -3.8848 1.3465 1.6505
C -2.6595 1.7971 1.1916
H -1.9926 2.3672 1.8190
H -4.1877 1.5562 2.6661
C -6.0678 0.1548 1.3085
H -6.8271 0.8985 1.0656
H -6.0641 0.0200 2.3875
H -6.3531 -0.7810 0.8335
H -4.9775 -0.2116 -1.1400
H -2.7760 0.6106 -1.9629
C 0.7154 0.5288 1.0475
C 1.7771 -0.5645 1.1631
O 1.6000 -1.5215 1.8974
N 2.8767 -0.4324 0.4012
C 3.2414 0.7012 -0.4178
H 2.4291 1.4222 -0.4674
C 4.5098 1.3552 0.1354
H 4.3078 1.7394 1.1375
C 5.6543 0.3419 0.2021
C 6.9142 0.9706 0.7891
H 6.7278 1.3212 1.8017
H 7.7235 0.2449 0.8214
H 7.2349 1.8172 0.1867
C 5.1991 -0.8602 1.0316
C 3.9102 -1.4469 0.4597
H 3.5408 -2.2600 1.0864
H 4.0867 -1.8255 -0.5539
H 5.0197 -0.5443 2.0612
H 5.9732 -1.6290 1.0421
H 5.8750 -0.0009 -0.8157
H 4.7859 2.1970 -0.5011
H 3.4340 0.3358 -1.4342
H -0.0958 0.2629 1.7346
H 1.1117 1.5072 1.3280
H 0.9290 0.2008 -2.7595
H 0.4459 -1.8139 -4.1273
H -0.8275 -3.6805 -3.1196
H -1.6592 -3.5157 -0.8385
H -1.5464 -2.1800 2.5784
H -1.1957 -3.3538 1.3008
H -3.8194 -1.8100 1.6838
H -3.5309 -2.9451 0.3684
H -3.5715 -3.5273 2.0397
*
```

energy relative to the best compared isomer or geometry (same formula, charge and spin) = 10.2 kcal per mole
frontier orbital gap = 9.3 eV
LUMO energy = 0.68 eV
SMILES = CCOc1ccccc1N(CC(=O)N1CCC(C)CC1)S(=O)(=O)c1ccc(C)cc1